# 1
ORCA calculation (ωB97M-V with the def2-TZVPD basis set) on a gas-phase ion, C6H11N2OS (charge +1) in a non-equilibrium geometry.

Properties
LUMO energy (alpha / beta) ... -0.105 / -0.269 Ha
<S²> ... 2.008
Total charge ... +1
Multiplicity ... 3
Kohn-Sham gap (alpha / beta) ... 6.90 / 5.67 eV
DFT total energy ... -817.70241 Ha
HOMO (alpha / beta) ... -9.75 / -12.98 eV

Last column: Löwdin spin population.
Atoms and positions in Å:
1 C -0.950 0.023 -0.360  0.536
2 C -1.646 -1.378 -0.910  0.039
3 C 0.604 1.167 0.894  0.060
4 C 1.156 -1.143 0.315  0.056
5 C -0.428 2.174 0.340  0.048
6 C 0.604 -2.348 -0.360  0.002
7 N 0.271 -0.015 0.111  0.556
8 N -1.377 1.281 -0.304  0.518
9 O -1.098 -2.084 1.570  0.020
10 S -1.040 -2.597 0.170  0.013
11 H -2.702 -1.229 -0.720  0.003
12 H -1.150 -1.418 -1.914  0.017
13 H 1.674 1.341 0.689  0.015
14 H 0.549 1.031 1.954  0.029
15 H 1.181 -1.287 1.371  0.024
16 H 2.158 -0.815 0.073  0.018
17 H -1.079 2.561 1.148  0.018
18 H -0.039 2.903 -0.334  0.019
19 H 0.539 -2.381 -1.404  0.001
20 H 1.348 -3.145 0.095  0.001
21 H -2.306 1.587 -0.657  0.008

---

# 2
ORCA calculation (ωB97M-V with the def2-TZVPD basis set) on a gas-phase ion, C6H11N2OS2 (charge +1) in a non-equilibrium geometry.

Properties
LUMO energy ... -0.199 Ha
Total charge ... +1
Multiplicity ... 1
Kohn-Sham gap ... 7.05 eV
DFT total energy ... -1216.01532 Ha
HOMO ... -12.46 eV

Last column: natural (NBO) charge in e.
Atoms and positions in Å:
1 C 1.719 -1.491 0.815  -0.529
2 C 0.627 -1.293 0.110  0.263
3 C -1.204 1.499 -0.689  0.661
4 C 1.961 1.036 1.283  -0.589
5 C -0.301 -2.499 -0.063  -0.643
6 C -0.936 0.052 -0.979  -0.322
7 N -2.084 2.090 -1.435  -0.747
8 N 0.223 -0.067 -0.235  -0.574
9 O -0.775 2.087 0.294  -0.673
10 S 2.987 -0.195 0.868  0.633
11 S 0.674 0.874 2.378  0.372
12 H 2.127 -2.492 1.030  0.260
13 H 2.496 1.989 1.139  0.281
14 H 0.020 -3.301 0.543  0.248
15 H -0.158 -2.901 -1.058  0.246
16 H -1.351 -2.264 0.102  0.232
17 H -0.829 -0.009 -2.125  0.201
18 H -1.763 -0.600 -0.874  0.255
19 H -2.368 1.568 -2.243  0.398
20 H -2.330 2.980 -1.200  0.418
21 H 0.753 0.715 -0.012  0.426
22 H 0.512 2.220 2.351  0.183

---

# 3
ORCA calculation (ωB97M-V with the def2-TZVPD basis set) on C6H11N3 in the gas phase in a non-equilibrium geometry.

Properties
LUMO energy ... 0.029 Ha
Multiplicity ... 1
Kohn-Sham gap ... 8.27 eV
DFT total energy ... -399.30172 Ha
HOMO ... -7.47 eV

Last column: natural (NBO) charge in e.
Atoms and positions in Å:
1 C 0.038 0.155 -0.263  -0.192
2 C -0.507 -1.148 -0.258  0.055
3 C 1.346 -0.136 -0.163  0.489
4 C 3.347 -1.255 0.628  -0.433
5 C 0.146 2.481 -0.676  -0.422
6 C -2.949 -0.621 0.319  -0.414
7 N 2.483 -0.578 -0.289  -0.429
8 N -0.662 1.375 -0.154  -0.612
9 N -1.826 -1.409 -0.058  -0.588
10 H 3.496 -0.875 1.604  0.202
11 H 4.434 -1.399 0.178  0.201
12 H 3.103 -2.401 0.733  0.216
13 H 0.631 2.091 -1.565  0.197
14 H -0.476 3.292 -0.722  0.204
15 H 0.802 2.848 0.193  0.196
16 H -3.895 -1.296 0.439  0.200
17 H -2.854 -0.067 1.176  0.201
18 H -3.127 0.079 -0.442  0.179
19 H -1.531 1.254 -0.672  0.363
20 H -1.999 -2.388 -0.006  0.385

---

# 4
ORCA calculation (ωB97M-V with the def2-TZVPD basis set) on a molecular structure, C6H11N3 in a non-equilibrium geometry.

Properties
LUMO energy ... -0.001 Ha
Multiplicity ... 1
Kohn-Sham gap ... 7.39 eV
DFT total energy ... -399.24258 Ha
HOMO ... -7.41 eV

Last column: natural (NBO) charge in e.
Atoms and positions in Å:
1 C -0.672 -2.375 -0.004  -0.476
2 C -0.554 1.896 -0.865  -0.723
3 C 1.575 -1.188 -0.990  -0.513
4 N -0.201 -0.158 1.410  -0.218
5 C -0.045 -1.329 0.878  0.143
6 C 0.690 1.390 -0.215  0.308
7 C 0.746 -1.872 -0.086  -0.017
8 N -1.492 0.246 1.681  -0.642
9 N 1.614 1.962 0.378  -0.669
10 H -1.521 0.777 2.541  0.369
11 H -2.183 -0.499 1.669  0.350
12 H 1.521 2.977 0.478  0.339
13 H -1.396 -2.087 -0.770  0.199
14 H -0.848 -3.364 0.409  0.221
15 H -0.733 2.946 -0.611  0.211
16 H -0.462 1.802 -1.950  0.229
17 H -1.416 1.313 -0.540  0.246
18 H 2.571 -0.946 -0.624  0.247
19 H 1.657 -1.593 -1.995  0.221
20 H 1.151 0.103 -0.794  0.175

---

Computed values of energy above the lowest of the compared OMol25 structures with the same formula, charge and spin (unit: kJ/mol) for the preceding records, in sequence: 104.34 78.75 508.05 663.32.